DFT (ωB97M-V/def2-TZVPD) results for a cluster of 11 separate species, C34H68Br10O12S6 in total.

**Maximum force**: 3.46 eV/Å
**Gap between HOMO and LUMO**: 9.76 eV
**SMILES**: O=S1(=O)CCCC1.O=S1(=O)CCCC1.O=S1(=O)CCCC1.O=S1(=O)CCCC1.O=S1(=O)CCCC1.O=S1(=O)CCCC1.BrCCBr.BrCCBr.BrCCBr.BrCCBr.BrCCBr
**Energy above the lowest of the compared OMol25 structures with the same formula, charge and spin**: 166.6 kcal/mol

Geometry as XYZ:
```
130
C34H68Br10O12S6 | the Open Molecules 2025 dataset | ωB97M-V/def2-TZVPD
Br 2.14 3.66 4.91
Br -8.33 -0.14 -3.08
Br -8.46 -2.20 -0.36
Br 1.97 -9.21 -0.35
Br 0.07 -9.77 2.54
Br 2.52 -5.14 5.09
Br -5.13 5.29 -6.13
Br 6.91 -5.67 3.57
Br 3.67 6.96 2.02
Br -3.82 0.96 -7.50
S 7.54 -4.28 -5.87
S 10.08 3.16 0.16
S 0.79 -0.84 0.50
S -6.47 5.91 1.13
S -6.41 -5.94 4.99
S -0.20 7.49 -2.70
O -7.49 6.04 2.20
O -6.14 6.96 0.19
O -6.09 -4.52 4.77
O -1.26 6.56 -2.29
O 1.64 0.19 1.12
O 1.22 7.12 -2.52
O 1.35 -2.08 -0.01
O -5.72 -6.98 4.20
O 8.42 -5.32 -6.34
O 6.78 -3.46 -6.77
O 11.13 3.74 0.97
O 9.91 3.35 -1.31
C 6.39 -5.07 -4.70
C -0.51 9.32 -2.13
C -4.84 5.31 1.80
C -0.53 10.27 -3.34
C 8.49 -3.31 -4.59
C 7.71 -3.45 -3.29
C 5.04 -6.02 3.91
C -6.36 -6.39 6.85
C -7.19 -2.56 -1.92
C -8.76 -6.59 6.32
C -6.78 4.22 0.36
C 1.94 4.94 3.35
C 10.07 1.27 0.40
C -4.44 2.42 -6.28
C -0.34 -0.20 -0.77
C 0.71 -7.77 0.33
C 3.38 5.25 2.87
C -5.49 3.28 0.61
C 6.85 -4.73 -3.29
C -7.65 -7.25 7.04
C -0.47 8.04 -4.48
C -1.55 -1.15 -0.83
C -1.92 -1.31 0.63
C -4.97 3.89 1.93
C -0.63 -1.21 1.54
C 0.08 9.50 -4.50
C -8.22 -6.31 4.87
C -4.05 3.79 -6.94
C 9.00 0.90 1.48
C 8.49 3.31 1.08
C -0.45 -8.29 1.31
C 4.37 -4.74 4.54
C -7.81 -2.09 -3.17
C 7.93 1.93 1.18
H 7.45 -5.49 -2.79
H 8.67 -0.14 1.51
H -8.49 -5.35 4.43
H -2.53 -2.19 0.83
H -4.10 5.56 1.04
H -0.13 10.07 -5.41
H 0.14 -7.64 -0.59
H -6.26 -2.00 -1.79
H -7.50 3.78 1.05
H -8.18 -7.25 4.31
H -4.69 5.90 2.70
H 6.03 -4.59 -2.59
H 9.49 1.06 2.44
H -4.38 2.19 -5.22
H 11.14 1.12 0.60
H 1.32 4.61 2.52
H -2.99 3.99 -6.75
H 1.16 9.54 -4.32
H 0.00 7.33 -5.15
H -1.47 10.71 -3.68
H 4.43 -3.91 3.83
H 8.46 -3.55 -2.50
H -5.58 3.78 2.82
H -1.55 9.32 -1.82
H -0.63 0.84 -0.59
H -2.21 -0.71 -1.57
H -8.76 -2.53 -3.48
H -5.53 2.44 -6.33
H 8.62 3.46 2.15
H -4.23 3.83 -8.02
H 0.25 -0.26 -1.68
H -1.54 8.06 -4.68
H 7.10 -2.57 -3.09
H -7.36 -2.34 -4.13
H -0.70 -0.30 2.13
H 7.41 1.59 0.28
H -7.17 4.40 -0.64
H 7.09 1.90 1.87
H 4.86 -6.78 4.66
H -6.36 -5.49 7.46
H 1.14 -6.82 0.66
H -5.82 2.24 0.66
H 6.26 -6.09 -5.07
H 0.23 9.55 -1.37
H 4.15 5.16 3.64
H -1.10 -1.99 -1.37
H -4.73 3.34 -0.17
H 5.46 -4.52 -4.82
H 4.94 -4.51 5.44
H 9.34 -3.99 -4.47
H -7.47 -8.31 6.83
H -0.86 -7.46 1.87
H -3.96 3.54 2.16
H 8.80 -2.32 -4.94
H 3.59 4.56 2.06
H -2.54 -0.49 1.00
H 9.79 0.84 -0.56
H 0.02 11.20 -3.19
H -1.31 -8.67 0.75
H -7.92 -7.28 8.09
H -0.54 -2.07 2.20
H -5.31 -6.69 6.87
H 4.65 -6.23 2.91
H -8.95 -5.68 6.89
H 1.55 5.88 3.72
H -9.67 -7.18 6.49
H 7.93 4.18 0.74
H -7.09 -3.62 -2.15
```